Entry 1:
The following is a quantum chemistry calculation of an isolated ion of composition C3H7N2O and charge +1, from the OMol25 dataset.

Cartesian coordinates (Å):
O  -2.968  0.836  -0.045
N  -0.330  -1.546  -0.085
N  1.205  1.038  0.006
C  -0.873  -0.317  -0.075
C  -2.382  -0.186  0.099
C  -0.273  0.871  -0.054
H  0.584  -1.799  -0.303
H  -2.683  -1.238  0.262
H  -0.781  1.732  0.029
H  1.548  0.272  -0.516
H  1.401  1.237  0.924
H  -0.787  -2.242  0.426
H  1.617  1.853  -0.576

relative energy (zero: lowest compared OMol25 entry of this formula, charge and spin): 2.822 eV
HOMO energy: -13.8 eV
charge: +1
DFT total energy: -302.93631 Eh
molar mass: 87.1 g/mol
Kohn-Sham gap: 0.35700 hartree
lowest unoccupied orbital energy: -0.149 hartree
2S+1: 1

Atomic partial charges in e from the Mulliken method, atoms 1 to 6:
1 O -0.403
2 N -0.453
3 N -0.221
4 C 0.669
5 C -0.013
6 C -0.792

Entry 2:
The following is a quantum chemistry calculation of one molecule with the formula C4H10N2O, from the OMol25 dataset.

Cartesian coordinates (Å):
O  -1.016  -1.182  -0.090
N  -0.904  1.164  -0.290
N  1.348  0.085  -0.187
C  0.826  -0.274  -1.479
C  -0.281  -0.072  -0.472
C  -1.731  1.355  0.891
C  1.808  -1.034  0.613
H  2.862  -0.883  0.867
H  0.911  -1.309  -1.831
H  1.717  -2.025  0.140
H  -2.313  0.514  1.276
H  -1.129  1.711  1.731
H  -0.176  1.878  -0.349
H  -1.606  -1.432  -0.818
H  1.264  -1.092  1.570
H  -2.498  2.104  0.673
H  0.916  0.492  -2.245

relative energy (zero: lowest compared OMol25 entry of this formula, charge and spin): 3.477 eV
HOMO energy: -7.9 eV
DFT total energy: -343.07369 Eh
molar mass: 102.1 g/mol
Kohn-Sham gap: 0.31990 hartree
lowest unoccupied orbital energy: 0.029 hartree
2S+1: 1

Atomic partial charges in e from the Mulliken method, atoms 1 to 6:
1 O -0.488
2 N -0.387
3 N -0.394
4 C -0.519
5 C 0.544
6 C -0.875

Entry 3:
The following is a quantum chemistry calculation of an isolated ion of composition C13H16BrN3 and charge +2, from the OMol25 dataset.

Cartesian coordinates (Å):
Br  4.661  2.167  -1.227
N  2.409  0.460  -0.603
N  -6.237  0.045  0.950
N  -4.907  0.208  0.621
C  4.452  -1.931  0.086
C  -2.058  0.448  -0.007
C  4.627  -0.356  0.346
C  -3.080  0.976  -0.919
C  3.880  0.376  -0.863
C  -0.540  0.473  -0.244
C  -4.501  0.830  -0.552
C  0.397  1.011  0.784
C  1.849  0.980  0.543
C  -2.521  -0.204  1.257
C  -3.955  -0.287  1.497
C  1.570  -0.020  -1.594
C  0.111  -0.049  -1.484
H  4.141  -0.157  1.336
H  -5.338  1.185  -1.211
H  -1.752  -0.600  1.960
H  4.975  -2.168  -0.880
H  5.708  -0.076  0.391
H  -0.565  -0.447  -2.277
H  0.014  1.443  1.744
H  -6.794  -0.283  0.152
H  2.556  1.376  1.320
H  -2.772  1.480  -1.873
H  2.027  -0.421  -2.527
H  4.014  -0.320  -1.741
H  -4.286  -0.804  2.431
H  4.934  -2.538  0.892
H  -6.356  -0.685  1.666
H  3.337  -2.111  0.026

relative energy (zero: lowest compared OMol25 entry of this formula, charge and spin): 2.602 eV
HOMO energy: -16.0 eV
charge: +2
DFT total energy: -3242.56865 Eh
molar mass: 294.2 g/mol
Kohn-Sham gap: 0.28775 hartree
lowest unoccupied orbital energy: -0.299 hartree
2S+1: 1

Atomic partial charges in e from the Mulliken method, atoms 1 to 6:
1 Br -0.004
2 N 0.224
3 N -0.900
4 N 0.481
5 C -1.002
6 C 0.526

Entry 4:
The following is a quantum chemistry calculation of one molecule with the formula C4H5N3O, from the OMol25 dataset.

Cartesian coordinates (Å):
O  -0.714  -1.404  0.011
N  1.932  -1.080  -0.027
N  1.883  1.031  0.120
N  2.572  -0.021  0.033
C  0.618  0.475  -0.122
C  -0.780  1.044  -0.109
C  0.579  -0.825  -0.076
C  -1.714  -0.236  0.101
H  2.331  -1.930  -0.062
H  -1.114  1.628  -0.964
H  -2.281  -0.215  1.067
H  -2.366  -0.372  -0.663
H  -0.948  1.904  0.691

relative energy (zero: lowest compared OMol25 entry of this formula, charge and spin): 4.542 eV
HOMO energy: -8.9 eV
DFT total energy: -394.80063 Eh
molar mass: 111.1 g/mol
Kohn-Sham gap: 0.35700 hartree
lowest unoccupied orbital energy: 0.029 hartree
2S+1: 1

Atomic partial charges in e from the Mulliken method, atoms 1 to 6:
1 O -0.464
2 N 0.388
3 N -0.307
4 N -0.691
5 C 0.049
6 C -0.347

> Which of these has the highest DFT total energy?

C3H7N2O